Entry 1:
61
Properties=species:S:1:pos:R:3:forces:R:3 method="wB97M-V/def2-TZVPD" e_homo_ev=-8.132 lumo_ha=0.007
C 2.1613 -2.5049 1.3811 0.2 0.1 -0.2
C 1.2443 -2.0043 0.2695 -0.6 -0.6 1.5
I 1.0348 -3.6649 -1.0712 1.1 0.4 -1.1
C -0.1677 -1.6168 0.8916 0.9 -0.1 -1.1
I -1.4904 -3.3107 0.9489 -0.8 0.5 0.7
Si -0.9971 -0.1470 0.0376 -1.2 -0.6 -0.3
C -0.9939 -0.2154 -1.8279 0.4 0.3 0.2
C 0.3620 0.0342 -2.5137 -0.5 0.3 -0.7
C 0.7864 1.5205 -2.5120 0.7 -0.9 0.1
C 0.9824 2.0836 -3.9153 -0.4 0.6 0.3
C 1.3385 3.5927 -3.8436 0.5 -1.0 0.0
C 2.5910 3.9592 -4.6557 -0.7 0.8 -0.3
C 2.4792 5.3997 -5.1766 0.1 -0.1 0.0
S 3.0116 6.6263 -3.9270 -0.2 0.1 0.3
C 1.5060 7.4695 -3.6111 0.8 -0.8 -1.3
N 0.9442 7.7765 -2.5196 -0.4 0.2 1.0
N -0.2390 8.4214 -2.8835 -0.4 0.3 2.3
C -0.2987 8.4402 -4.1292 0.7 -0.4 -1.6
O 0.8009 7.8499 -4.6981 -0.7 0.4 -0.5
O -2.6197 -0.1735 0.4884 0.7 0.4 0.6
Si -2.9835 0.3251 2.0381 -0.4 0.0 -0.5
H 3.1386 -2.7774 0.9850 0.0 0.0 0.0
H 2.3069 -1.7173 2.1228 0.0 0.0 0.1
H 1.7366 -3.3765 1.8652 0.0 -0.1 0.1
H 1.7557 -1.1568 -0.1785 -0.4 0.0 -0.6
H 0.0217 -1.3593 1.9304 -0.1 0.0 0.2
H -0.4420 1.0990 0.6060 0.3 0.0 -0.1
H -1.6604 0.5891 -2.1537 -0.2 0.0 0.1
H -1.4569 -1.1399 -2.1757 0.1 -0.2 0.2
H 1.1584 -0.6160 -2.1619 0.0 0.0 0.2
H 0.2294 -0.2329 -3.5653 0.1 -0.2 0.0
H 1.7633 1.5779 -2.0226 -0.1 0.3 0.2
H 0.0967 2.1296 -1.9275 -0.1 0.1 -0.1
H 1.7499 1.5250 -4.4506 0.1 -0.1 0.1
H 0.0555 1.9487 -4.4778 0.0 0.0 -0.1
H 0.4633 4.1605 -4.1540 0.1 0.2 0.0
H 1.5582 3.8086 -2.7991 -0.2 0.3 0.1
H 2.6787 3.3230 -5.5357 0.1 -0.2 0.0
H 3.4701 3.8697 -4.0223 0.2 -0.3 -0.2
H 1.4437 5.5769 -5.4460 -0.1 0.3 0.0
H 3.0654 5.5973 -6.0711 0.2 -0.1 0.1
H -1.0719 8.8297 -4.7611 0.0 0.0 -0.2
H -3.8651 1.5058 1.9232 0.0 0.0 0.1
H -1.7326 0.7165 2.7181 0.1 0.0 0.1
H -3.6507 -0.7374 2.8156 0.0 0.0 -0.1
Cl 2.5636 -5.1984 4.7124 0.0 0.0 0.0
C 1.5028 -4.4076 5.9086 0.0 0.0 0.1
C 0.1294 -4.1384 5.3536 0.0 0.0 0.1
Cl 0.1615 -2.8910 4.0814 0.0 0.0 0.3
H 1.9895 -3.4911 6.2333 0.0 0.0 -0.1
H 1.4270 -5.0801 6.7619 0.0 0.0 0.0
H -0.5228 -3.7729 6.1439 0.0 0.0 0.0
H -0.3148 -5.0343 4.9312 0.0 0.0 -0.1
Cl -2.7006 -5.7555 6.6014 0.0 0.0 0.0
C -3.8905 -5.6209 5.2790 -0.1 0.1 -0.1
C -3.6555 -6.6406 4.1954 -0.1 -0.1 -0.1
Cl -2.1646 -6.3306 3.2642 0.0 0.0 0.1
H -3.8493 -4.6066 4.8885 0.1 0.0 0.0
H -4.8712 -5.7810 5.7237 0.0 -0.1 0.0
H -4.4779 -6.6103 3.4825 0.0 0.1 0.0
H -3.5918 -7.6457 4.6050 0.1 0.0 0.0

=====

Entry 2:
54
Properties=species:S:1:pos:R:3:forces:R:3 method="wB97M-V/def2-TZVPD" e_homo_ev=-9.755 smiles="COCCCCCCCCOC(=O)NCCCCNC(C)=O" lumo_ha=0.019
C -0.8147 -1.2487 -0.2129 0.0 -0.6 1.2
O -0.4826 -0.0918 -1.0590 -1.1 -2.4 -0.7
C -0.8961 -0.2826 -2.4577 -0.6 1.1 -1.3
C -2.2020 0.6664 -2.8954 0.1 -0.9 -0.8
C -3.5377 0.3774 -1.9891 0.5 -1.0 0.1
C -3.5953 1.1758 -0.5586 -1.5 0.7 -0.2
C -2.9757 2.6936 -0.5822 -0.3 0.0 1.3
C -1.5251 2.6912 0.1818 0.7 0.7 -0.2
C -1.3935 3.8428 1.3764 1.0 -1.3 -0.2
C -0.1068 3.3323 2.3153 -1.9 -0.3 -0.6
O 1.0142 3.1446 1.3662 1.5 -3.3 1.0
C 1.9003 2.0420 1.7777 4.1 1.8 5.5
O 2.6996 2.2962 2.8512 -5.1 -1.8 -6.4
N 2.0243 0.6901 1.1061 0.7 1.8 0.6
C 2.8439 0.7567 -0.1775 1.3 0.6 -1.2
C 3.8758 -0.5501 -0.3357 -0.4 0.4 -0.6
C 3.0818 -1.9679 -0.5912 0.0 -0.9 -0.2
C 3.2870 -3.0729 0.6335 0.6 1.2 0.2
N 2.0184 -3.2277 1.4889 -1.4 -1.3 -3.3
C 0.9577 -4.0338 0.7129 1.0 -1.5 -3.8
C -0.5091 -4.2085 1.4751 0.5 1.1 -0.3
O 1.2075 -4.5897 -0.4944 -1.3 3.3 7.5
H -0.0395 -1.2635 0.6924 -1.6 0.2 -2.1
H -1.8880 -1.1938 0.2835 2.0 0.2 -1.1
H -0.7645 -2.2859 -0.7672 0.1 2.1 0.8
H -1.2200 -1.3839 -2.7286 0.9 2.0 0.8
H 0.0298 0.0516 -3.1324 -2.0 -0.9 1.4
H -1.9143 1.8020 -3.0040 -0.6 -2.3 0.5
H -2.4680 0.3013 -4.0004 0.6 0.8 2.3
H -3.5192 -0.7881 -1.7308 -0.1 2.4 -0.6
H -4.5140 0.5162 -2.6587 2.1 0.1 1.6
H -3.1249 0.6000 0.3510 -0.8 1.0 -2.1
H -4.7534 1.2962 -0.2941 2.4 -0.4 -0.5
H -3.7023 3.3706 0.0694 1.4 -1.4 -1.4
H -2.9410 3.1882 -1.6505 0.0 -1.2 2.1
H -1.2584 1.6650 0.7168 -0.9 2.0 -1.4
H -0.6879 2.8567 -0.6412 -1.6 -0.3 1.9
H -2.3397 3.7711 2.0620 1.7 0.4 -1.3
H -1.2140 4.9137 0.9142 -0.5 -2.2 1.2
H 0.1166 4.0793 3.1884 -0.1 -1.6 -1.7
H -0.4121 2.2462 2.6761 0.6 2.4 -0.3
H 2.6102 0.0818 1.7483 -1.0 1.6 -0.5
H 2.1533 0.8646 -1.1436 1.4 -0.4 2.3
H 3.5325 1.7196 -0.0918 -1.3 -2.0 -0.5
H 4.6439 -0.5920 0.5726 -1.8 0.0 -1.8
H 4.5393 -0.3612 -1.2992 -1.4 -0.1 2.1
H 3.5105 -2.4772 -1.5593 -0.8 1.1 1.8
H 1.9148 -1.8244 -0.7960 2.6 -0.1 0.6
H 4.1000 -2.5971 1.3596 -1.6 -1.3 -1.4
H 3.6788 -4.1196 0.2398 -1.2 2.3 0.9
H 1.6346 -2.2755 1.7298 0.4 -1.5 -0.2
H -0.5724 -3.3351 2.2677 0.1 -2.0 -1.4
H -0.6136 -5.2647 1.9933 0.3 2.3 -1.2
H -1.3889 -3.9972 0.7016 2.1 -0.8 1.6

=====

Entry 3:
55
Properties=species:S:1:pos:R:3:forces:R:3 method="wB97M-V/def2-TZVPD" e_above_lowest_kcal_mol=16.81 e_homo_ev=-8.865 smiles="CCCCCCCCN1C(=O)N(C)[C@H](N(O)C(=O)NC)C1(C)C" lumo_ha=0.024
C 7.7783 -2.1879 -0.1450 0.0 0.2 -0.1
C 7.0300 -0.9192 -0.5349 -0.1 -0.3 0.2
C 5.6058 -0.9079 0.0149 0.2 0.4 -0.3
C 4.8497 0.3618 -0.3679 -0.2 -0.4 0.3
C 3.4251 0.3663 0.1811 0.2 0.3 -0.3
C 2.6777 1.6457 -0.1884 -0.2 -0.2 0.3
C 1.2398 1.6697 0.3327 0.1 0.0 -0.3
H 1.2206 1.3117 1.3633 0.0 0.0 0.1
C 0.3113 0.7875 -0.5091 0.2 0.0 0.2
N -0.9686 0.5331 0.1015 -0.1 0.0 -0.1
C -1.1527 -0.5459 0.9115 -0.2 0.2 0.0
O -0.3386 -1.4027 1.1797 0.4 -0.4 0.1
N -2.4545 -0.5098 1.3631 -0.1 0.2 0.0
C -3.2298 0.4429 0.6188 0.0 0.0 0.0
N -4.0080 -0.2086 -0.4188 0.3 0.1 0.0
C -5.3509 -0.4904 -0.1961 0.2 -0.4 -0.3
O -5.9743 0.0925 0.6673 -0.3 0.2 0.3
N -5.8660 -1.4190 -1.0324 0.1 -0.2 -0.4
H -5.2858 -1.7412 -1.7919 0.0 0.1 0.2
C -7.2795 -1.6943 -1.0780 -0.2 0.0 0.1
H -7.4560 -2.7693 -1.0176 -0.1 0.1 0.0
H -7.7348 -1.2019 -0.2203 -0.1 -0.1 -0.1
H -7.7306 -1.3075 -1.9948 0.0 0.0 0.0
O -3.2887 -1.0633 -1.2677 -0.1 0.1 -0.1
H -2.7899 -1.6973 -0.7219 -0.2 0.1 0.2
H -3.9711 0.9519 1.2425 0.2 0.0 -0.2
C -2.1405 1.3992 0.0661 -0.2 0.2 0.0
C -2.4586 1.8981 -1.3393 0.1 -0.2 0.2
H -3.4519 2.3379 -1.3448 -0.1 0.1 0.0
H -2.4371 1.0791 -2.0522 0.0 0.0 -0.1
H -1.7400 2.6550 -1.6422 0.1 0.1 0.0
C -1.9926 2.5807 1.0325 0.0 -0.2 -0.1
H -2.9309 3.1258 1.0935 -0.1 0.1 0.0
H -1.2200 3.2616 0.6881 0.1 0.1 0.0
H -1.7267 2.2222 2.0239 0.0 0.0 0.1
C -3.0389 -1.5342 2.1852 0.0 0.0 0.1
H -3.8011 -2.1078 1.6475 0.0 0.0 0.0
H -2.2332 -2.2002 2.4916 -0.1 0.0 0.0
H -3.5032 -1.0870 3.0664 0.0 -0.1 0.0
H 0.7761 -0.1938 -0.6340 0.0 0.1 -0.1
H 0.1563 1.2308 -1.4953 0.0 -0.1 0.0
H 0.8752 2.6983 0.3238 -0.1 0.0 0.1
H 2.6695 1.7649 -1.2749 0.1 0.1 -0.1
H 3.2190 2.4976 0.2303 0.0 0.0 -0.1
H 2.8915 -0.5035 -0.2041 0.0 -0.1 0.1
H 3.4568 0.2732 1.2687 0.0 -0.1 0.1
H 5.3886 1.2322 0.0152 0.0 0.1 0.0
H 4.8179 0.4485 -1.4569 0.0 0.1 -0.1
H 5.6394 -0.9925 1.1036 0.0 -0.1 0.1
H 5.0654 -1.7776 -0.3657 0.0 -0.1 0.0
H 7.5699 -0.0483 -0.1555 0.0 0.1 -0.1
H 6.9967 -0.8377 -1.6240 0.0 0.1 0.0
H 7.8398 -2.2763 0.9376 0.0 -0.1 0.1
H 7.2651 -3.0664 -0.5300 0.0 -0.1 0.0
H 8.7891 -2.1769 -0.5466 0.1 -0.1 0.0

=====

Entry 4:
54
Properties=species:S:1:pos:R:3:forces:R:3 method="wB97M-V/def2-TZVPD" e_homo_ev="-21.706 / -21.696" total_charge=+4 lumo_ha="-0.600 / -0.601"
Ta 0.0051 0.0693 -1.2932 -0.8 -1.5 3.0
C -1.2480 3.6329 -3.3902 -0.1 -0.1 -0.5
Se -0.3923 3.0793 -1.7368 -0.1 -1.1 0.5
C 1.4757 3.5283 -2.1127 0.2 0.0 0.0
C 2.1789 2.6341 -3.1044 -0.1 0.2 -0.2
Se 2.6566 0.8433 -2.4737 -1.2 -0.6 0.4
C 3.9446 1.2878 -1.0882 0.2 0.0 0.4
H -1.2874 4.7238 -3.3566 0.1 0.0 0.2
H -2.2632 3.2431 -3.4011 0.0 0.0 0.1
H -0.6958 3.3026 -4.2666 0.0 -0.1 0.0
H 1.9771 3.5784 -1.1473 0.0 0.0 0.1
H 1.4568 4.5477 -2.5086 -0.2 0.0 0.0
H 3.1296 3.0926 -3.3931 0.1 -0.1 0.0
H 1.6138 2.4896 -4.0244 0.0 -0.1 0.0
H 4.7702 1.8001 -1.5866 -0.1 0.0 -0.2
H 4.3141 0.3538 -0.6697 -0.1 0.0 -0.1
H 3.5196 1.9175 -0.3124 0.0 0.0 0.0
C 0.8710 -2.5605 3.1320 0.0 0.1 0.1
Si 1.2036 -1.4465 1.7043 0.0 0.3 -0.2
C 2.0570 0.1924 1.9397 0.2 -0.2 0.5
C 2.0183 -2.3366 0.2674 -0.3 -0.1 0.1
C -0.5333 -0.8883 0.8745 1.0 1.4 -1.8
C -1.1526 -1.9822 0.1497 -0.1 -0.4 0.0
C -1.7620 -3.1128 0.6862 0.0 0.0 -0.1
C -2.2808 -4.0710 -0.1784 0.1 0.2 0.0
C -2.1805 -3.8958 -1.5706 0.3 0.4 0.0
C -1.5610 -2.7664 -2.0599 -0.4 -0.6 -0.2
N -1.0659 -1.8309 -1.2094 1.0 1.9 -1.0
Si -1.8359 0.4342 1.6768 0.3 0.2 -0.4
C -3.0930 0.5210 0.2918 0.0 -0.2 0.1
C -0.8731 2.0256 1.7587 -0.2 0.1 0.4
C -2.4125 -0.2682 3.2779 0.0 -0.1 0.0
H 1.8392 -2.7996 3.5893 0.0 0.0 0.0
H 0.4254 -3.5073 2.8236 0.0 0.0 0.0
H 0.2509 -2.1071 3.9069 0.0 0.0 0.0
H 3.1378 0.0279 2.0097 0.0 0.1 0.0
H 1.7708 0.6754 2.8779 0.0 0.1 -0.1
H 1.8677 0.9032 1.1237 0.0 0.0 0.0
H 3.0199 -2.6537 0.5824 0.1 0.2 -0.2
H 2.1617 -1.7087 -0.6406 0.0 -0.1 -0.1
H 1.4944 -3.2511 -0.0229 0.0 0.1 -0.1
H -1.8243 -3.2298 1.7620 0.0 0.0 -0.1
H -2.7629 -4.9576 0.2196 0.0 0.0 0.0
H -2.5687 -4.6347 -2.2600 0.0 0.0 0.0
H -1.4553 -2.5991 -3.1238 0.0 0.0 0.0
H -2.7391 1.0744 -0.6016 0.0 0.0 0.0
H -3.9730 1.0714 0.6475 0.1 0.2 -0.2
H -3.4643 -0.4571 -0.0243 0.0 0.1 0.0
H -0.1674 2.1819 0.9315 0.0 0.0 0.1
H -0.3142 2.1111 2.6942 0.1 0.0 -0.1
H -1.5774 2.8659 1.7556 0.1 0.0 -0.1
H -2.9317 -1.2230 3.1753 0.0 0.0 0.0
H -3.1356 0.4498 3.6900 0.0 0.0 0.0
H -1.6086 -0.3703 4.0091 0.0 0.0 0.0